# 1
Below is a 2-piece molecular cluster, C7H14Si overall, with properties calculated with ωB97M-V/def2-TZVPD.

HOMO-LUMO gap	10.22	eV
ΔE to the lowest compared entry with this formula, charge and spin	227.85	kJ/mol

```
22
Properties=species:S:1:pos:R:3:forces:R:3
H -0.451937 2.626412 -0.851435 -0.3 -0.3 0.1
H -2.142196 2.397548 -0.235675 0.8 0.0 0.7
H -1.077455 -1.692842 1.626722 -0.3 1.2 -0.3
C -1.170058 1.900378 -0.433527 -0.9 -0.9 -0.7
H 2.195283 -1.791357 -3.059752 -0.2 0.8 0.6
C 1.834826 -1.841005 -2.021370 1.7 -2.7 -0.6
C 0.343445 -2.171867 -1.842017 -0.7 1.0 -0.4
H -0.359231 -1.978087 -2.754236 1.4 -0.5 2.0
Si -0.283955 0.739181 0.800632 -0.5 0.8 -0.8
C -1.448972 -0.654528 1.405448 -0.1 0.4 -0.3
H -1.513903 1.219413 -1.234966 0.6 0.2 -0.2
H -0.018814 2.924985 2.415749 -0.7 -0.3 -0.6
H -2.158865 -0.300076 2.168073 0.6 -0.1 0.3
H 2.543534 -2.452208 -1.384982 -0.8 0.5 -0.9
C 0.193806 1.869306 2.227550 0.4 -2.2 2.0
H 1.269254 1.826329 2.398919 0.3 -0.2 0.1
H -0.248423 1.187019 3.076720 0.8 1.7 -1.0
C 1.069803 -0.042260 -0.321532 2.8 3.1 1.4
H -2.113547 -0.617063 0.540022 -0.1 -0.9 -0.4
C 1.034995 -0.994382 -1.218910 -0.6 1.1 -0.1
H 0.105857 -2.928560 -1.101086 -0.4 -0.2 -0.5
H 2.396550 0.773663 -0.200347 -3.7 -2.5 -0.4
```
Positions in Å, forces in eV/Å.

Atom charges from the Löwdin analysis, given in e for atoms 1 to 5: atom 1 (H): 0.0315, atom 2 (H): 0.0315, atom 3 (H): 0.0463, atom 4 (C): -0.2094, atom 5 (H): 0.1079



# 2
Below is C23H17Cl3IN2O5PS2Sn as an isolated structure, with properties calculated with ωB97M-V/def2-TZVPD.

HOMO-LUMO gap	6.25	eV
ΔE to the lowest compared entry with this formula, charge and spin	1997.46	kJ/mol

```
55
Properties=species:S:1:pos:R:3:forces:R:3
H 4.083684 -1.098499 -1.915526 0.0 0.0 0.0
C 1.397504 2.430053 -3.568384 0.0 0.0 0.0
H 6.695133 0.182687 1.758977 0.0 0.0 0.0
N 3.235555 3.680188 -6.239953 0.0 0.0 0.0
H 2.185954 -3.579037 -0.521777 0.0 0.0 0.0
O -6.084065 -1.940802 -1.587404 0.1 0.1 -0.1
C 4.616178 0.136064 1.204269 0.0 0.0 0.0
Cl -2.992871 -3.362138 -3.512016 -0.9 0.6 0.6
H 2.192622 5.027622 -0.839412 0.0 0.0 0.0
N 3.987312 6.492436 -3.364494 0.0 0.0 0.0
H -0.701462 -3.725162 -3.130800 0.0 0.1 0.0
Cl -2.371646 -2.527724 -1.108067 0.0 0.1 0.0
H 1.727287 -4.973453 -1.525203 0.0 0.0 0.0
H -0.316244 -2.786186 3.363236 0.0 0.0 0.0
H 3.959979 1.564731 4.737558 0.0 0.0 0.0
C 2.225684 3.495517 -3.870843 0.0 0.0 0.0
H 1.156296 1.706957 -4.335656 0.0 0.0 0.0
C -3.857023 -2.562483 -2.249313 1.1 -0.3 -0.7
C 1.965150 4.292470 -1.598694 0.0 0.0 0.0
O -0.852865 -2.930295 1.397087 0.0 0.0 0.0
O 0.137358 -4.003438 -0.668815 0.1 0.0 0.1
C 1.160706 3.190828 -1.257750 0.1 -0.1 0.0
S -0.170244 0.885661 -2.025516 0.1 0.0 0.1
H 0.166029 -4.303359 2.564212 0.0 0.0 0.0
C 0.081141 -3.224115 2.451637 0.0 0.0 0.0
C 5.687113 0.393446 2.094490 0.0 0.0 0.0
Cl -2.026911 1.698655 -1.913375 0.0 0.0 0.0
S 0.602240 3.094508 0.376545 -0.1 0.1 0.1
H -2.779009 -3.804105 -0.704733 0.0 -0.2 0.0
C 2.490488 4.442923 -2.865447 0.0 0.0 0.0
C 3.268134 0.401094 1.584012 0.0 0.0 0.0
H 1.641981 -5.095555 0.245285 0.0 0.0 0.0
C 3.325770 5.580507 -3.143986 0.0 0.0 0.0
Sn 0.030791 0.624417 0.881235 -0.1 0.2 -0.1
C 2.544007 -0.431761 -0.546140 0.0 0.0 0.0
C 3.104651 0.928285 2.896319 0.0 0.0 0.0
C 2.202228 0.122999 0.667103 0.0 -0.1 0.0
H -1.967495 -1.337308 -1.744559 0.0 -0.1 -0.2
H 1.767723 -0.700500 -1.255604 0.0 0.0 0.0
P -0.328083 -2.579962 -0.067020 -0.4 -0.2 -0.3
O -5.618241 -2.866251 -3.631494 0.0 0.2 0.0
C 2.787082 3.614948 -5.184338 0.0 0.0 0.0
H 1.065715 -2.793076 2.248704 0.0 0.0 0.0
C 1.508993 -4.432348 -0.607931 0.0 0.0 0.0
C 5.462523 0.894149 3.339794 0.0 0.0 0.0
C 3.877441 -0.686284 -0.935518 0.0 0.0 0.0
C -1.631571 -3.498149 -2.628050 0.3 -0.2 0.3
H 6.281795 1.085751 4.019253 0.0 0.0 0.0
H 5.924472 -0.578344 -0.352646 0.0 0.0 0.0
C 4.892138 -0.400238 -0.077509 0.0 0.0 0.0
C 4.142450 1.165120 3.749624 0.0 0.0 0.0
C -5.445075 -2.406780 -2.496532 -0.3 -0.5 0.1
I 1.192472 1.366108 3.638382 0.0 0.0 0.1
O -3.049097 -1.801491 -0.008439 0.1 0.2 0.3
C 0.869366 2.278311 -2.289910 -0.1 0.0 0.0
```
Positions in Å, forces in eV/Å.

Atom charges from the Löwdin analysis, given in e for atoms 1 to 5: atom 1 (H): 0.1069, atom 2 (C): -0.0406, atom 3 (H): 0.1157, atom 4 (N): 0.1781, atom 5 (H): 0.0737



Highest occupied orbital energy for every record listed, in sequence, given in hartree: -0.3423 -0.3139.